[1]
Below is a structure of composition C34H86FINNbO6P3S2 in a non-equilibrium geometry, with properties calculated with ωB97M-V with the def2-TZVPD basis set.

Values from the calculation:
LUMO energy	0.0180	hartree
total energy	-112332.1713	eV
energy relative to the best compared isomer or geometry (same formula, charge and spin)	147.9	kcal/mol
charge	-1
max |F|	0.135	hartree/bohr
Kohn-Sham gap	5.84	eV

Last column: Löwdin charge in e.
Atoms and positions in Å:
N  -3.34174  -6.51803  -5.57757  -0.253
P  -1.72091  -6.23251  -5.47527  0.526
O  -1.15662  -6.21655  -7.15315  -0.346
O  -0.95877  -7.57054  -4.66529  -0.345
Nb  -1.39555  -3.96787  -4.30224  1.208
F  -3.44043  -4.15181  -3.63314  -0.584
C  -0.77971  -4.96717  -2.35300  -0.404
C  0.55852  -4.39674  -1.62407  -0.387
C  1.41572  -5.57233  -0.79955  -0.663
I  2.12021  -7.21200  -2.05893  0.689
C  -2.05601  -2.99165  -6.29839  -0.498
S  -3.81933  -2.26803  -6.18090  0.694
O  -4.32571  -2.02662  -7.65573  -0.501
O  -3.86669  -0.90238  -5.45326  -0.507
P  1.02158  -3.71946  -5.15045  0.041
S  1.97766  -5.39599  -5.36221  -0.054
P  -1.41877  -1.60949  -3.30585  0.831
O  -1.14930  -1.58503  -1.59258  -0.394
O  -0.41262  -0.49460  -4.18254  -0.417
H  -3.57966  -7.40747  -5.08630  -0.031
H  -0.17032  -6.03756  -7.18390  0.006
H  0.00301  -7.33086  -4.52154  -0.032
H  -0.71926  -6.14215  -2.50188  0.026
H  -1.68217  -4.80553  -1.59187  0.071
H  1.28938  -3.77295  -2.28658  0.035
H  0.19049  -3.65811  -0.76118  0.097
H  0.75859  -5.92778  0.12959  0.053
H  2.34681  -5.01485  -0.31281  0.043
H  -2.11936  -3.79032  -7.17113  0.046
H  -1.27256  -2.17100  -6.65970  0.034
H  -4.74213  -3.17826  -5.61069  0.089
H  0.99908  -3.02138  -6.43563  -0.078
H  1.67838  -2.78175  -4.23100  -0.100
H  -0.18094  -1.33307  -1.38585  0.073
H  -0.73132  -0.47216  -5.15293  0.066
C  -3.50235  1.82604  -2.46192  -0.097
C  -3.00395  1.29597  -1.12600  -0.278
C  -4.00407  0.36397  -0.43795  -0.221
C  -5.34396  1.00645  -0.06244  -0.224
C  -5.24578  2.23039  0.85392  -0.275
C  -4.63962  1.91173  2.21159  -0.120
H  -4.40754  2.42857  -2.34608  0.069
H  -2.73880  2.46086  -2.92330  0.054
H  -3.71980  1.00371  -3.15067  0.068
H  -2.74458  2.13493  -0.47021  0.088
H  -2.07358  0.74135  -1.29776  0.073
H  -3.53452  -0.05366  0.46001  0.102
H  -4.20370  -0.49150  -1.09618  0.114
H  -5.96703  0.24599  0.42584  0.109
H  -5.88082  1.29266  -0.97423  0.102
H  -6.25708  2.62817  1.00878  0.103
H  -4.67332  3.02887  0.37152  0.092
H  -5.22934  1.15178  2.73312  0.074
H  -4.61947  2.81150  2.83432  0.066
H  -3.61172  1.55005  2.12128  0.065
C  -0.50023  4.09384  -2.13979  -0.112
C  0.39154  4.93259  -1.23686  -0.266
C  -0.14734  5.06021  0.18989  -0.227
C  -1.50361  5.76298  0.31541  -0.223
C  -1.55766  7.18255  -0.25841  -0.269
C  -0.61842  8.14744  0.44802  -0.121
H  -1.49157  4.54024  -2.25736  0.068
H  -0.05440  4.01031  -3.13635  0.077
H  -0.62131  3.08314  -1.73766  0.066
H  0.54052  5.92264  -1.68274  0.099
H  1.38168  4.46307  -1.19359  0.101
H  0.59525  5.58713  0.79994  0.087
H  -0.23620  4.05738  0.62735  0.110
H  -1.77740  5.79844  1.37781  0.107
H  -2.27605  5.15739  -0.17252  0.096
H  -2.58409  7.55788  -0.15593  0.106
H  -1.34060  7.17383  -1.33117  0.100
H  -0.85413  8.21029  1.51468  0.069
H  -0.71758  9.14954  0.01936  0.070
H  0.42710  7.84540  0.34209  0.064
C  3.97975  -2.61369  -2.00624  -0.111
C  4.87152  -1.77494  -1.10330  -0.265
C  4.33264  -1.64732  0.32345  -0.225
C  2.97638  -0.94456  0.44896  -0.225
C  2.92233  0.47502  -0.12485  -0.273
C  3.86157  1.43991  0.58157  -0.114
H  2.98841  -2.16729  -2.12380  0.047
H  4.42558  -2.69722  -3.00280  0.080
H  3.85867  -3.62440  -1.60411  0.068
H  5.02050  -0.78489  -1.54918  0.100
H  5.86166  -2.24446  -1.06004  0.106
H  5.07523  -1.12040  0.93349  0.099
H  4.24378  -2.65015  0.76091  0.108
H  2.70258  -0.90909  1.51137  0.111
H  2.20393  -1.55014  -0.03897  0.087
H  1.89590  0.85034  -0.02237  0.101
H  3.13938  0.46629  -1.19761  0.101
H  3.62585  1.50275  1.64824  0.075
H  3.76240  2.44201  0.15292  0.065
H  4.90708  1.13787  0.47565  0.066
C  0.96022  -5.36179  3.26044  -0.107
C  1.01408  -6.69181  3.99677  -0.270
C  0.06352  -7.74045  3.41446  -0.226
C  -1.42512  -7.38210  3.48251  -0.226
C  -1.96279  -7.09510  4.88818  -0.275
C  -1.86814  -8.29373  5.81906  -0.120
H  -0.03048  -4.90330  3.32480  0.071
H  1.67866  -4.66050  3.69737  0.071
H  1.21371  -5.49105  2.20359  0.047
H  0.80704  -6.53247  5.06116  0.097
H  2.03801  -7.08014  3.93781  0.105
H  0.23406  -8.69316  3.92876  0.100
H  0.32874  -7.91631  2.36390  0.109
H  -1.99979  -8.20817  3.04401  0.111
H  -1.62117  -6.51084  2.84694  0.102
H  -3.01756  -6.80364  4.80189  0.105
H  -1.44425  -6.23978  5.33265  0.097
H  -2.42578  -9.14483  5.41663  0.075
H  -2.29052  -8.04374  6.79726  0.068
H  -0.83132  -8.60303  5.97681  0.064
C  1.46011  5.99060  4.10308  -0.110
C  1.79975  7.32736  4.74475  -0.270
C  2.19819  8.39887  3.72719  -0.225
C  3.45971  8.08990  2.91343  -0.228
C  4.72402  7.83828  3.74143  -0.274
C  5.14812  9.04487  4.56393  -0.118
H  2.31818  5.56535  3.57514  0.068
H  1.15404  5.27193  4.87035  0.072
H  0.63498  6.09820  3.39210  0.063
H  2.59253  7.18828  5.48862  0.098
H  0.92019  7.68148  5.29581  0.105
H  2.32660  9.35195  4.25290  0.100
H  1.36562  8.55274  3.02855  0.097
H  3.64382  8.92859  2.22959  0.110
H  3.27875  7.21751  2.27495  0.099
H  5.54090  7.58014  3.05512  0.105
H  4.58999  6.97227  4.39722  0.099
H  5.33852  9.90847  3.91955  0.075
H  6.06883  8.82109  5.11164  0.069
H  4.38680  9.32232  5.29807  0.065

[2]
Below is a cluster of 8 separate species, C34H87Cl2N5O12 in total in a non-equilibrium geometry, with properties calculated with ωB97M-V with the def2-TZVPD basis set.

Values from the calculation:
LUMO energy (spin up / spin down)	0.0669 / 0.0655	hartree
total energy	-93721.6306	eV
2S+1	2
charge	-1
max |F|	0.072	hartree/bohr
Kohn-Sham gap (spin up / spin down)	1.30 / 8.69	eV

Last column: Mulliken spin population.
Atoms and positions in Å:
Cl  -42.66890  23.21414  -21.07820  -0.158
C  -41.82348  23.29194  -19.57404  0.646
C  -42.16348  24.73560  -19.22261  0.057
Cl  -41.45983  25.19815  -17.63797  -0.018
H  -40.83187  22.98604  -19.90753  -0.097
H  -42.33850  22.61000  -18.89741  -0.027
H  -43.21299  25.02985  -19.22864  -0.040
H  -41.51362  25.29302  -19.89720  0.036
C  -37.78629  20.62038  -19.05955  0.216
O  -39.09621  21.08501  -19.31959  0.391
H  -37.86630  20.24516  -18.03930  -0.102
H  -37.41869  19.76768  -19.63039  -0.131
H  -37.17472  21.52265  -19.06014  0.033
H  -39.58083  20.36675  -19.73293  0.072
C  -39.67615  18.17398  -21.90836  0.960
O  -40.36351  18.93032  -20.99179  -1.516
H  -40.07805  17.20529  -21.61136  -0.065
H  -39.94497  18.24656  -22.96220  -0.141
H  -38.59628  18.29566  -21.82364  0.321
H  -41.19449  19.25576  -21.34558  0.502
C  -35.41426  22.80307  -16.61399  -0.010
O  -36.45726  23.36956  -15.90942  -0.002
C  -37.66138  22.58645  -15.76963  0.011
C  -38.11509  22.58762  -14.31712  0.011
N  -37.01572  22.16263  -13.35903  -0.006
C  -37.19068  22.88301  -12.08393  0.000
C  -36.27840  22.37116  -10.99268  0.000
O  -35.00438  22.95389  -11.25199  0.000
C  -33.83589  22.24302  -11.03992  -0.001
H  -35.09457  21.91419  -16.07013  0.002
H  -34.48383  23.37003  -16.64489  0.002
H  -35.61693  22.53196  -17.65010  0.000
H  -37.60763  21.56836  -16.15524  0.001
H  -38.46868  23.07622  -16.31413  -0.013
H  -38.99682  21.99983  -14.06185  0.000
H  -38.50624  23.58481  -14.11534  0.002
H  -36.16922  22.35674  -13.87466  0.001
H  -38.16370  22.54663  -11.72588  0.000
H  -37.13827  23.96464  -12.20815  -0.001
H  -36.15625  21.28993  -10.92853  0.000
H  -36.49239  22.55573  -9.93995  0.000
H  -33.87083  21.28028  -11.54983  0.000
H  -33.60624  22.28127  -9.97507  0.000
H  -32.98446  22.72641  -11.51899  0.000
C  -31.74101  15.28571  -24.24731  0.003
O  -33.06782  14.80787  -24.48984  -0.002
C  -33.88252  15.63864  -25.32759  -0.007
C  -34.86896  16.53025  -24.60822  -0.005
N  -35.94963  15.68912  -24.03949  -0.010
C  -36.83555  16.33540  -23.04658  -0.026
C  -36.14793  16.70932  -21.80707  -0.171
O  -35.38496  15.66495  -21.19864  -0.014
C  -33.99330  15.80303  -20.78993  0.014
H  -31.13337  14.71257  -23.54705  0.002
H  -31.75961  16.35721  -24.04821  0.000
H  -31.22001  15.15025  -25.19511  -0.001
H  -34.43089  15.09111  -26.09415  0.000
H  -33.23728  16.32859  -25.87140  -0.001
H  -35.35769  17.26384  -25.24937  0.014
H  -34.35047  17.05635  -23.80667  0.016
H  -35.51609  15.02582  -23.41325  0.000
H  -37.66195  15.64307  -22.88582  0.009
H  -37.35490  17.12107  -23.59531  0.030
H  -36.75561  17.23087  -21.06761  0.074
H  -35.43238  17.51857  -21.95272  0.027
H  -33.66405  14.95155  -20.19437  0.005
H  -33.83004  16.68256  -20.16714  0.002
H  -33.39889  15.79858  -21.70359  0.007
C  -31.95727  22.39527  -19.54075  0.003
O  -32.54209  23.27284  -20.47672  0.000
C  -33.69920  23.90952  -19.96247  -0.001
C  -34.42122  24.30100  -21.28514  0.016
N  -35.82304  24.82384  -21.14096  0.003
C  -36.78231  23.81977  -20.69851  -0.073
C  -38.13340  24.40686  -21.06367  0.063
O  -38.28097  24.56999  -22.49057  -0.166
C  -39.28538  25.45658  -22.79879  0.274
H  -32.64044  21.58789  -19.27708  0.001
H  -31.98733  22.89601  -18.57304  -0.003
H  -30.92955  22.04985  -19.65288  0.001
H  -33.56030  24.81764  -19.37586  0.000
H  -34.35106  23.24511  -19.39526  0.001
H  -34.49317  23.42326  -21.92739  -0.001
H  -33.79781  25.02004  -21.81659  -0.001
H  -36.25857  25.20335  -21.96944  -0.001
H  -36.79720  23.73117  -19.61222  -0.014
H  -36.60520  22.87109  -21.20522  -0.009
H  -38.31065  25.33361  -20.51796  0.025
H  -38.88102  23.68969  -20.72481  0.045
H  -38.97177  26.47142  -22.55415  0.018
H  -40.22670  25.22976  -22.29824  -0.087
H  -39.48990  25.36698  -23.86567  -0.039
C  -29.96616  16.22212  -20.39938  0.010
O  -30.92692  17.26323  -20.71871  -0.007
C  -30.27834  18.41001  -21.26722  0.000
C  -31.22352  18.88926  -22.33123  0.002
N  -32.50293  19.21258  -21.72994  -0.003
C  -33.30927  19.73202  -22.84110  -0.001
C  -34.62235  20.20454  -22.23674  -0.036
O  -35.72567  19.98331  -23.15271  -0.075
C  -36.86312  20.81880  -22.95105  -0.040
H  -30.51443  15.28243  -20.33248  0.000
H  -29.65439  16.46732  -19.38411  -0.004
H  -29.14569  16.06134  -21.09872  0.002
H  -29.33058  18.17730  -21.75271  0.000
H  -30.12320  19.24839  -20.58813  0.001
H  -31.39768  18.10396  -23.06681  -0.001
H  -30.76741  19.76784  -22.78747  0.000
H  -32.90348  18.33374  -21.43446  -0.001
H  -33.41155  19.02048  -23.66046  0.011
H  -32.91471  20.69644  -23.16096  -0.004
H  -34.59864  21.25137  -21.93395  0.013
H  -34.92536  19.54519  -21.42339  0.009
H  -37.13261  20.58225  -21.92172  0.180
H  -37.57917  20.35418  -23.62891  0.001
H  -36.69324  21.87306  -23.16966  -0.022
C  -31.10599  14.85202  -11.63965  0.001
O  -31.43597  16.11232  -12.24136  -0.001
C  -31.88244  17.08687  -11.32784  0.001
C  -32.21903  18.26154  -12.21563  0.000
N  -33.46829  18.13343  -12.82906  -0.001
C  -33.80860  19.10343  -13.85578  0.014
C  -35.20923  19.03824  -14.36091  -0.007
O  -35.39512  17.84482  -15.25768  -0.013
C  -35.53628  18.08015  -16.63929  0.013
H  -30.37944  14.48034  -12.36220  0.000
H  -31.87327  14.07828  -11.61318  0.000
H  -30.63788  14.92906  -10.65831  0.000
H  -31.03383  17.33888  -10.69187  0.000
H  -32.77085  16.67903  -10.84565  0.000
H  -31.40915  18.34512  -12.94035  0.000
H  -32.29538  19.13751  -11.57146  0.000
H  -33.64212  17.22452  -13.23373  0.001
H  -33.04015  18.91844  -14.60635  0.000
H  -33.47944  20.08359  -13.51074  -0.002
H  -35.47401  19.99063  -14.82021  0.009
H  -35.92400  18.85473  -13.55870  -0.002
H  -35.52015  17.18566  -17.26197  -0.009
H  -34.70145  18.64597  -17.05283  0.014
H  -36.51600  18.53179  -16.79507  -0.009

Q: Which value of charge does entry 1 give?
A: -1

Q: Which value of max |F| does entry 1 give?
A: 0.135 hartree/bohr